85
Properties=species:S:1:pos:R:3 method="wB97M-V/def2-TZVPD" e_tot_ev=-58806.6072 max_force_ha_per_bohr=0.0639 homo_lumo_gap_ev=8.545 smiles="CCCCCCCCCCCCCCC[PH](CN)(N=C=S)[Si](C)(C)C.CCOCC"
C -1.989 -1.911 -3.479
C -3.463 -2.436 -3.581
C -3.659 -3.959 -3.216
C -2.593 -4.565 -2.218
C -1.620 -5.501 -3.033
C -0.416 -5.900 -2.053
C 0.606 -4.698 -2.048
C 1.748 -4.824 -3.134
C 1.683 -3.707 -4.261
C 2.261 -2.363 -3.648
C 1.611 -1.052 -4.222
C 1.839 0.132 -3.191
C 0.504 0.846 -2.756
C 0.757 2.061 -1.758
C 0.053 1.838 -0.339
P 1.309 1.969 1.062
C 3.160 1.631 0.841
N 3.449 0.566 -0.134
N 1.602 3.751 0.484
C 1.327 4.481 1.390
S 0.895 5.754 2.288
Si 0.863 -0.086 1.847
C -0.863 -0.074 2.704
C 2.096 -0.740 3.153
C 0.737 -1.442 0.477
H -1.252 -2.697 -3.764
H -1.736 -1.556 -2.442
H -1.825 -1.029 -4.156
H -3.760 -2.328 -4.661
H -4.130 -1.765 -2.988
H -4.697 -4.085 -2.809
H -3.627 -4.543 -4.170
H -3.172 -5.216 -1.504
H -2.062 -3.815 -1.588
H -2.189 -6.432 -3.282
H -1.176 -4.999 -3.926
H 0.031 -6.855 -2.421
H -0.894 -6.028 -1.048
H 1.060 -4.627 -1.024
H 0.037 -3.752 -2.259
H 2.724 -4.671 -2.598
H 1.790 -5.837 -3.609
H 2.393 -4.039 -5.061
H 0.666 -3.597 -4.704
H 3.371 -2.319 -3.826
H 2.142 -2.458 -2.533
H 2.197 -0.778 -5.142
H 0.551 -1.168 -4.545
H 2.235 -0.348 -2.255
H 2.615 0.841 -3.562
H 0.065 1.291 -3.690
H -0.229 0.154 -2.280
H 1.855 2.248 -1.657
H 0.310 2.978 -2.208
H -0.652 2.702 -0.191
H -0.574 0.918 -0.305
H 0.930 2.504 2.348
H 3.692 1.502 1.826
H 3.592 2.576 0.414
H 3.590 -0.343 0.309
H 4.292 0.763 -0.671
H -0.937 0.725 3.490
H -1.085 -1.085 3.145
H -1.673 0.109 1.952
H 3.114 -0.283 3.127
H 2.232 -1.850 3.026
H 1.660 -0.618 4.183
H 1.372 -1.140 -0.387
H 1.029 -2.417 0.934
H -0.343 -1.518 0.188
C -3.481 6.796 6.012
C -2.544 6.823 7.208
O -1.790 5.633 7.364
C -0.922 5.293 6.295
C 0.151 6.334 6.027
H -4.126 5.916 6.049
H -4.107 7.691 6.000
H -2.931 6.760 5.069
H -3.137 6.929 8.118
H -1.879 7.692 7.166
H -1.500 5.085 5.388
H -0.441 4.356 6.579
H -0.279 7.273 5.671
H 0.848 5.974 5.268
H 0.708 6.556 6.940

80
Properties=species:S:1:pos:R:3 method="wB97M-V/def2-TZVPD" e_tot_ev=-25786.4557 max_force_ha_per_bohr=0.1744 homo_lumo_gap_ev=10.949 e_above_lowest_kcal_mol=218.54 smiles=CCCCCC.CCCCCC.CCCCCC.CCCCCC
C -157.567 -18.389 114.061
C -158.446 -19.544 113.478
C -159.953 -19.254 113.616
C -160.738 -20.378 113.181
C -162.193 -20.502 113.716
C -162.945 -21.659 113.072
H -156.683 -19.030 114.005
H -157.897 -18.246 114.999
H -157.395 -17.426 113.510
H -158.040 -20.355 113.958
H -158.226 -19.628 112.576
H -160.468 -18.236 113.136
H -160.354 -19.071 114.619
H -160.189 -21.175 113.618
H -160.715 -20.394 112.111
H -162.787 -19.622 113.298
H -162.385 -20.620 114.732
H -163.823 -21.475 113.460
H -162.577 -22.685 113.408
H -162.767 -21.569 112.048
C -164.268 -18.687 116.269
C -165.494 -18.880 115.241
C -166.725 -18.077 115.686
C -167.930 -18.330 114.587
C -167.971 -17.378 113.389
C -168.623 -16.081 113.646
H -163.662 -17.792 116.090
H -163.652 -19.658 116.185
H -164.744 -18.341 117.251
H -165.976 -19.832 115.171
H -165.113 -18.621 114.235
H -166.777 -17.132 115.794
H -167.147 -18.508 116.654
H -168.763 -18.177 115.301
H -167.871 -19.232 114.278
H -168.610 -17.947 112.636
H -166.915 -17.317 112.900
H -168.800 -15.287 112.921
H -168.236 -15.685 114.679
H -169.766 -16.234 113.848
C -165.821 -18.729 120.374
C -166.310 -20.115 120.955
C -165.646 -20.390 122.347
C -165.913 -21.830 122.785
C -165.227 -22.161 124.030
C -165.558 -23.623 124.536
H -164.841 -18.940 120.030
H -165.843 -17.950 121.278
H -166.420 -18.553 119.571
H -166.061 -21.069 120.218
H -167.533 -19.739 121.087
H -166.121 -19.606 122.956
H -164.436 -20.183 122.408
H -165.559 -22.672 122.148
H -166.935 -22.038 122.937
H -165.312 -21.472 124.864
H -164.256 -22.105 123.682
H -166.651 -23.569 124.814
H -165.183 -23.889 125.573
H -165.194 -24.261 123.840
C -162.836 -22.286 117.164
C -163.834 -22.246 118.267
C -163.426 -22.638 119.647
C -162.903 -24.081 119.858
C -162.811 -24.506 121.254
C -162.041 -25.865 121.309
H -162.144 -23.057 117.372
H -162.248 -21.342 116.974
H -163.336 -22.451 116.292
H -164.927 -22.837 118.062
H -164.378 -21.353 118.245
H -164.206 -22.439 120.381
H -162.690 -21.957 119.883
H -161.839 -24.225 119.433
H -163.437 -24.694 119.303
H -163.568 -24.786 121.791
H -162.198 -23.666 121.923
H -160.924 -25.873 121.283
H -162.608 -26.508 120.563
H -162.311 -26.268 122.191

89
Properties=species:S:1:pos:R:3 method="wB97M-V/def2-TZVPD" e_tot_ev=-69479.8031 max_force_ha_per_bohr=0.0479 multiplicity=5 homo_lumo_gap_ev="7.765 / 7.977"
Cr 0.039 -0.453 0.000
C 3.866 -2.084 -2.040
C 3.169 -0.772 -2.418
C 3.556 -0.215 -3.838
C 2.926 -1.006 -5.031
C 1.411 -0.975 -4.812
C 0.942 -1.549 -3.476
N 1.640 -0.816 -2.380
O 1.409 -1.433 -1.120
C 0.999 -3.055 -3.421
C -0.577 -1.247 -3.352
C 3.556 0.232 -1.358
H 3.413 -2.932 -2.580
H 3.715 -2.331 -0.984
H 4.941 -1.957 -2.229
H 4.669 -0.072 -3.864
H 3.164 0.810 -3.902
H 3.148 -2.077 -4.933
H 3.310 -0.550 -5.948
H 0.920 -1.594 -5.551
H 1.083 0.082 -4.868
H 0.796 -3.431 -2.396
H 1.979 -3.449 -3.713
H 0.209 -3.481 -4.021
H -0.792 -0.166 -3.257
H -0.897 -1.777 -2.463
H -1.176 -1.674 -4.182
H 3.004 0.052 -0.452
H 3.436 1.224 -1.781
H 4.609 0.106 -1.102
C -0.299 -1.407 3.239
C -1.490 -0.439 3.421
C -1.239 0.114 4.836
C -2.276 1.115 5.246
C -2.344 2.221 4.249
C -2.451 1.775 2.746
N -1.325 0.714 2.472
O -1.469 0.191 1.125
C -2.177 2.993 1.888
C -3.889 1.301 2.341
C -2.750 -1.232 3.158
H 0.671 -1.137 3.660
H -0.153 -1.672 2.199
H -0.541 -2.369 3.624
H -0.268 0.657 4.925
H -1.152 -0.662 5.589
H -2.058 1.496 6.273
H -3.225 0.534 5.268
H -1.387 2.754 4.365
H -3.117 3.018 4.372
H -2.336 2.842 0.822
H -1.155 3.355 2.050
H -2.818 3.831 2.162
H -3.857 0.717 1.403
H -4.523 2.207 2.261
H -4.439 0.642 3.040
H -2.669 -2.281 3.448
H -2.889 -1.278 2.098
H -3.606 -0.755 3.602
C -1.081 -3.843 0.125
O -1.124 -2.395 0.152
H -0.035 -4.108 0.111
H -1.603 -4.219 1.027
H -1.474 -4.199 -0.844
H -2.061 -2.109 0.069
C 2.793 -0.299 1.916
O 1.547 0.349 1.559
H 2.891 -0.169 2.980
H 2.703 -1.344 1.596
H 3.688 0.093 1.409
H 1.010 0.813 2.234
C -3.222 0.656 -1.472
O -2.949 -0.707 -1.134
H -4.277 0.902 -1.291
H -2.737 1.353 -0.801
H -2.843 0.858 -2.464
H -2.353 -1.047 -1.801
C 2.078 3.004 -0.345
C 0.562 2.689 -0.302
C -0.269 3.822 -0.982
O 0.314 1.441 -0.877
H 2.231 4.024 0.034
H 2.418 3.037 -1.393
H 2.671 2.300 0.273
H 0.227 2.674 0.740
H -0.126 4.715 -0.366
H -1.327 3.614 -1.035
H 0.125 4.099 -1.958
H 0.983 1.346 -1.566

97
Properties=species:S:1:pos:R:3 method="wB97M-V/def2-TZVPD" e_tot_ev=-57332.6253 total_charge=+2 max_force_ha_per_bohr=0.0346 multiplicity=3 homo_lumo_gap_ev="10.003 / 8.515"
Pt 0.051 -0.098 -0.249
C 3.136 0.537 -3.351
C 1.842 -0.227 -3.319
O 1.078 -0.131 -2.360
N 1.484 -0.856 -4.450
C 0.291 -1.648 -4.635
H 3.023 1.366 -4.053
H 3.948 -0.085 -3.736
H 3.393 0.929 -2.375
H 2.222 -0.915 -5.136
H -0.476 -1.270 -3.962
H 0.443 -2.726 -4.550
H -0.071 -1.537 -5.659
C 1.955 3.706 -1.493
C 0.511 3.281 -1.305
O 0.241 2.135 -0.949
N -0.431 4.218 -1.457
C -1.848 4.067 -1.131
H 2.593 2.855 -1.290
H 2.147 4.525 -0.799
H 2.110 4.075 -2.508
H -0.165 5.122 -1.817
H -2.241 4.945 -0.627
H -1.894 3.206 -0.463
H -2.389 3.836 -2.048
C -3.919 0.110 -1.440
C -2.666 0.438 -2.211
O -1.548 0.085 -1.820
N -2.766 1.246 -3.266
C -1.635 1.708 -4.074
H -4.769 0.368 -2.077
H -4.012 0.673 -0.514
H -4.005 -0.947 -1.208
H -3.642 1.669 -3.524
H -1.841 2.731 -4.379
H -1.567 1.046 -4.938
H -0.713 1.665 -3.499
C -3.457 -3.299 0.614
C -2.503 -2.282 1.182
O -1.952 -1.472 0.439
N -2.314 -2.244 2.517
C -2.835 -3.175 3.494
H -3.325 -4.296 1.045
H -3.422 -3.393 -0.464
H -4.461 -3.047 0.971
H -1.590 -1.588 2.766
H -3.862 -3.015 3.818
H -2.206 -3.107 4.383
H -2.697 -4.209 3.176
C 4.698 -0.265 0.288
C 3.496 0.575 0.707
O 2.394 0.467 0.168
N 3.739 1.415 1.716
C 2.752 2.343 2.297
H 5.664 0.097 0.634
H 4.719 -0.287 -0.802
H 4.555 -1.290 0.629
H 4.711 1.519 1.958
H 3.176 3.341 2.341
H 2.596 1.973 3.311
H 1.840 2.227 1.717
C 0.279 0.197 4.319
C 0.858 -0.680 3.226
O 0.507 -0.547 2.048
N 1.716 -1.652 3.597
C 2.205 -2.734 2.772
H -0.797 0.040 4.279
H 0.480 1.226 4.025
H 0.787 -0.067 5.243
H 2.276 -1.431 4.409
H 1.519 -2.888 1.941
H 2.190 -3.674 3.328
H 3.244 -2.595 2.474
C -0.540 -3.980 -1.590
C 0.711 -3.269 -1.152
O 0.641 -2.235 -0.482
N 1.874 -3.848 -1.431
C 3.172 -3.311 -1.084
H -1.280 -3.245 -1.913
H -1.086 -4.512 -0.810
H -0.351 -4.663 -2.419
H 1.873 -4.735 -1.906
H 3.186 -3.185 0.002
H 3.378 -2.363 -1.575
H 3.935 -4.061 -1.274
C -3.282 1.351 2.527
C -1.982 1.855 1.970
O -1.419 1.254 1.047
N -1.450 3.003 2.419
C -2.066 3.986 3.335
H -4.062 2.017 2.147
H -3.311 1.412 3.615
H -3.471 0.338 2.189
H -0.597 3.276 1.955
H -3.107 3.689 3.423
H -2.001 4.926 2.792
H -1.615 4.016 4.323

106
Properties=species:S:1:pos:R:3 method="wB97M-V/def2-TZVPD" e_tot_ev=-100037.7379 total_charge=-1 max_force_ha_per_bohr=0.1975 homo_lumo_gap_ev=9.390 e_above_lowest_kcal_mol=0.00
B 0.914 1.097 1.349
F 1.925 1.252 0.511
F -0.373 1.494 0.868
F 0.720 -0.232 1.749
F 1.148 1.864 2.571
C -1.413 2.237 -2.626
C -1.202 1.505 -3.977
O -1.025 2.016 -5.046
C -1.197 -0.005 -3.968
H -1.273 3.351 -2.869
H -0.578 1.917 -1.954
H -2.230 1.918 -2.298
H -2.130 -0.424 -3.420
H -0.306 -0.502 -3.461
H -1.122 -0.490 -5.024
C -2.712 -1.363 3.054
C -2.458 -0.780 4.448
O -3.235 -1.149 5.328
C -1.608 0.461 4.554
H -3.419 -2.084 3.128
H -1.839 -2.009 2.804
H -3.014 -0.759 2.262
H -2.082 1.086 5.201
H -1.453 0.905 3.566
H -0.796 0.326 5.127
C 4.420 0.901 2.609
C 4.170 -0.308 3.452
O 4.913 -1.239 3.413
C 2.844 -0.340 4.140
H 3.860 1.594 3.126
H 3.900 0.768 1.678
H 5.483 1.211 2.275
H 2.172 -0.938 3.434
H 2.620 0.695 4.265
H 3.085 -0.745 5.248
C -1.155 -1.501 -0.540
C -0.971 -2.807 -1.344
O 0.033 -2.902 -2.005
C -2.029 -3.907 -1.286
H -1.730 -0.866 -1.193
H -0.146 -1.047 -0.368
H -1.719 -1.556 0.553
H -1.597 -4.741 -1.928
H -2.908 -3.489 -1.931
H -2.267 -4.404 -0.229
C 1.345 4.245 -0.257
C 1.179 5.625 -0.819
O 0.135 5.894 -1.411
C 2.379 6.537 -0.694
H 0.440 3.554 -0.397
H 1.171 4.381 0.970
H 2.405 3.840 -0.178
H 3.200 6.119 -1.267
H 2.906 6.473 0.198
H 1.954 7.591 -0.692
C 4.705 0.557 -1.683
O 5.016 1.628 -2.625
P 4.350 1.702 -4.075
O 3.529 0.564 -4.561
O 3.327 2.858 -3.961
C 2.211 2.732 -3.151
O 5.248 2.261 -5.339
C 6.232 3.100 -5.034
H 5.548 0.512 -1.038
H 4.658 -0.202 -2.401
H 3.761 0.661 -1.208
H 2.494 2.325 -2.172
H 1.426 2.198 -3.569
H 1.598 3.567 -2.745
H 7.019 3.298 -5.863
H 6.820 2.656 -4.138
H 5.786 4.126 -4.472
C -5.248 -0.895 -1.665
O -4.913 0.301 -0.956
P -5.538 0.806 0.381
O -5.289 -0.286 1.357
O -4.860 2.188 0.949
C -3.598 2.168 1.516
O -7.078 1.079 0.288
C -7.900 1.298 1.403
H -6.402 -1.165 -1.956
H -4.952 -1.716 -0.870
H -4.686 -1.106 -2.552
H -3.286 3.065 1.383
H -2.944 1.466 1.074
H -3.546 1.859 2.557
H -7.957 2.348 1.761
H -7.423 0.730 2.313
H -9.075 0.915 1.133
C 0.294 -7.141 -0.649
O 0.975 -5.838 -0.553
P 1.249 -5.189 0.803
O 1.596 -6.279 1.777
O 2.328 -4.170 0.709
C 2.541 -3.112 1.607
O -0.187 -4.495 1.367
C -1.044 -5.141 2.299
H 0.487 -7.833 0.369
H 0.441 -7.746 -1.480
H -0.759 -7.149 -0.341
H 2.269 -3.543 2.640
H 1.930 -2.248 1.289
H 3.546 -2.644 1.593
H -1.688 -4.301 2.523
H -0.604 -5.147 3.343
H -1.741 -5.888 1.924